Molecular formula: C17H46N2O6
Method: DFT, ωB97M-V with the def2-TZVPD basis set

Last column: Löwdin charge in e.
Cartesian coordinates (Å):
C1 2.71 -1.31 0.67  -0.52
H1 -2.41 0.38 -2.64  0.08
O1 -2.61 -1.68 -2.38  -0.11
H2 4.03 -0.96 2.28  0.12
H3 -0.37 1.99 -1.72  0.07
H4 3.01 -5.07 1.97  0.12
H5 4.84 -1.82 0.95  0.12
H6 1.07 1.92 -0.69  0.07
H7 -0.15 5.76 -4.45  0.07
H8 3.21 -2.96 3.23  0.11
H9 -2.58 6.29 -1.17  0.08
C2 0.69 -3.82 1.64  -0.02
H10 -0.64 0.43 2.74  0.07
H11 -2.97 -1.62 -1.48  0.05
H12 -6.00 0.06 -0.08  0.09
C3 -5.12 -0.07 -0.72  -0.08
H13 1.41 7.61 -2.98  0.08
H14 1.25 5.88 -2.61  0.06
H15 3.90 -4.43 0.62  0.13
H16 0.87 -0.27 0.93  0.06
H17 -0.84 1.88 0.70  0.03
H18 4.74 -3.42 2.57  0.11
O2 -2.46 4.94 0.36  -0.13
H19 -3.02 1.19 0.09  0.12
H20 -2.10 1.11 2.88  0.09
H21 -1.54 -1.95 2.60  0.06
H22 -0.21 -3.45 1.15  0.07
H23 -1.35 -0.60 0.61  0.12
C4 3.16 -4.16 1.38  -0.15
H24 1.27 -2.21 -1.63  0.11
C5 -3.31 0.36 0.74  -0.21
H25 2.36 -4.60 -1.24  0.09
H26 2.08 6.39 -4.10  0.07
C6 -1.86 5.60 -0.73  -0.18
C7 3.92 -1.74 1.52  -0.12
H27 1.34 -1.14 2.37  0.07
H28 2.17 0.40 1.93  0.09
H29 0.53 3.46 -1.26  0.07
H30 -1.01 6.21 -0.39  0.08
C8 3.23 -0.39 -0.43  -0.03
H31 4.00 -0.91 -1.01  0.09
H32 -1.33 -0.63 -3.57  0.08
N1 2.06 -2.46 0.08  -0.11
H33 -3.91 0.78 1.57  0.14
N2 -1.44 0.74 2.20  0.04
H34 -2.00 4.10 0.48  0.03
H35 -2.90 -2.29 1.52  0.08
H36 -5.39 -0.81 -1.47  0.09
H37 -1.54 4.92 -1.53  0.06
C9 3.74 -3.06 2.28  -0.17
O3 0.03 6.66 -4.14  -0.13
H38 1.76 -5.79 -0.07  0.09
C10 1.62 -4.78 -0.45  -0.03
H39 2.43 -0.09 -1.11  0.07
H40 0.88 -3.22 2.54  0.07
H41 -1.02 -0.44 -1.85  0.05
C11 1.26 6.62 -3.42  -0.16
C12 -1.81 -0.54 -2.59  -0.18
C13 -2.08 -0.28 1.36  -0.42
H42 -3.13 -1.27 2.97  0.09
H43 0.62 -4.68 -0.85  0.08
C14 -2.45 -1.53 2.15  -0.05
H44 3.62 0.53 -0.01  0.09
O4 0.96 -2.09 -0.72  -0.02
O5 -4.04 -0.61 0.03  -0.21
H45 -4.85 0.88 -1.19  0.09
O6 -0.64 2.71 0.23  -0.14
C15 1.73 -0.53 1.56  -0.03
C16 0.16 2.50 -0.90  -0.15
H46 0.53 -4.84 2.01  0.09
C17 1.89 -3.76 0.68  -0.54

The calculation puts the frontier orbital gap at 8.9438 eV. Its SMILES is CC1(C)CCCC(C)(C)N1O.COC[C@H](C)N.CO.CO.CO.CO. Its energy above the lowest of the compared OMol25 structures with the same formula, charge and spin is 13.4 kJ/mol. The maximum force comes out at 1.69 eV/A.

Molecular formula: C17H46N3O8Zn
Method: DFT, ωB97M-V with the def2-TZVPD basis set

Last column: Löwdin charge in e.
Cartesian coordinates (Å):
H1 12.16 16.61 -7.46  0.12
H2 13.34 11.73 -6.17  0.08
H3 12.22 10.75 -5.28  0.08
H4 13.02 12.81 -3.84  0.13
H5 14.16 17.59 -4.76  0.08
O1 9.34 21.08 -3.30  -0.13
H6 13.77 18.62 -6.09  0.09
H7 10.02 21.92 -1.60  0.08
H8 7.79 14.52 3.48  0.13
H9 16.87 14.29 2.55  0.08
Zn1 15.32 17.34 2.60  1.16
H10 6.33 13.06 4.77  0.13
H11 8.48 16.76 -5.14  0.06
O2 12.07 16.39 -1.12  0.18
H12 9.45 12.39 4.96  0.07
C1 13.65 17.60 -5.72  -0.14
O3 14.95 12.04 -4.02  -0.05
H13 15.08 13.75 4.02  0.14
O4 15.21 16.26 5.25  -0.28
H14 8.38 15.86 -7.15  0.07
C2 13.57 11.87 -3.95  -0.53
H15 8.86 17.32 -8.01  0.09
N1 9.42 17.11 -5.27  0.02
C3 6.35 13.14 7.43  -0.14
H16 15.33 14.49 6.36  0.14
H17 5.85 14.10 7.59  0.09
C4 16.88 12.86 4.81  -0.04
H18 13.59 11.55 -1.81  0.08
C5 13.24 11.13 -5.27  -0.04
H19 11.56 18.22 -7.10  0.12
H20 9.86 13.11 3.45  0.06
H21 16.33 12.27 5.54  0.09
O5 7.42 13.20 6.56  -0.17
H22 13.95 10.30 -5.29  0.08
O6 12.77 16.13 1.03  0.11
H23 12.24 10.81 -2.78  0.08
H24 15.66 17.65 6.83  0.10
C6 11.58 17.19 -6.74  -0.15
H25 9.57 14.74 5.81  0.06
H26 14.38 16.46 7.17  0.10
C7 9.00 12.82 4.06  -0.08
C8 13.31 11.04 -2.73  -0.07
H27 13.89 10.12 -2.81  0.09
O7 12.30 17.29 -5.52  -0.22
H28 17.79 13.27 5.24  0.09
C9 12.96 16.48 -0.15  -0.83
H29 12.62 16.69 -1.85  0.13
O8 13.98 17.12 -0.28  0.04
H30 14.10 17.82 6.07  0.09
H31 11.26 21.08 -2.60  0.07
H32 8.46 12.03 3.56  0.08
H33 17.69 15.02 3.70  0.08
H34 6.47 14.64 5.59  0.12
H35 10.35 15.49 -6.02  0.13
N2 9.06 15.10 5.01  0.03
H36 15.24 12.31 -3.15  0.08
C10 10.17 16.50 -6.41  -0.40
C11 15.84 15.07 5.59  -0.23
H37 16.84 15.25 5.98  0.13
H38 9.99 20.16 -1.61  0.07
H39 5.57 12.47 7.07  0.09
H40 6.63 12.85 8.44  0.09
C12 9.23 16.40 -7.56  -0.08
C13 16.05 14.08 4.40  -0.38
H41 9.79 15.33 4.36  0.05
C14 6.99 13.71 5.34  -0.21
C15 10.25 21.04 -2.20  -0.16
H42 9.89 16.86 -4.40  0.05
H43 14.21 16.91 -6.35  0.09
H44 9.43 20.24 -3.76  0.06
H45 9.58 15.71 -8.32  0.08
C16 8.20 14.09 4.39  -0.40
N3 16.75 14.91 3.34  0.05
H46 17.11 12.16 4.00  0.09
C17 14.84 17.08 6.40  -0.05

The calculation puts the frontier orbital gap at 2.2535 eV. Its net charge is +1. Its energy above the lowest of the compared OMol25 structures with the same formula, charge and spin is 685.6 kJ/mol. The maximum force comes out at 3.76 eV/A.

Molecular formula: C17H47N11O23P
Method: DFT, ωB97M-V with the def2-TZVPD basis set

Last column: Löwdin charge in e.
Cartesian coordinates (Å):
N1 -7.47 -0.58 -1.06  -0.45
O1 -0.20 6.08 0.41  0.06
O2 0.48 -1.19 -1.13  -0.22
N2 1.08 -0.58 -4.88  -0.44
O3 -7.78 -1.14 -2.10  0.05
O4 -5.66 -2.62 6.19  0.05
H1 2.58 -1.67 0.27  0.06
C1 3.88 7.17 -1.01  0.06
C2 -4.15 -2.07 0.35  -0.48
H2 -0.99 3.21 0.99  0.08
H3 3.01 11.18 2.14  0.09
C3 3.89 10.81 2.67  0.03
H4 3.64 -0.40 -0.35  0.08
H5 -4.19 -0.61 1.71  -0.08
H6 1.58 8.03 1.82  0.05
H7 -2.99 -2.73 4.81  0.10
H8 5.31 -2.28 -6.35  0.10
H9 -7.89 -1.14 0.90  0.10
N3 0.63 6.27 1.27  -0.43
C4 1.60 -6.92 -5.37  0.06
C5 1.70 -0.45 -1.27  -0.29
O5 2.21 -0.15 -4.97  0.03
H10 3.79 -1.48 -6.85  0.09
H11 -9.29 -1.22 -0.23  0.09
H12 4.37 11.60 3.24  0.10
H13 -4.70 -1.31 -0.24  0.05
H14 3.73 -2.98 -5.86  0.06
H15 -0.19 8.17 1.58  0.10
O6 -6.44 0.01 -0.85  0.06
H16 4.51 7.45 -1.84  0.10
P1 -0.59 -0.79 0.02  0.50
C6 4.27 -2.43 -6.63  0.05
O7 -0.32 -1.52 1.26  -0.27
H17 -2.87 -6.17 7.35  0.09
H18 2.02 -6.96 -6.38  0.10
O8 -0.35 0.78 0.23  -0.22
H19 2.33 0.04 0.73  0.08
H20 -4.33 -1.61 4.43  0.08
O9 -2.18 -8.40 7.94  0.05
H21 -2.48 -6.50 5.62  0.10
C7 -0.98 1.77 -0.61  -0.28
H22 3.79 -3.15 4.36  0.10
H23 -1.25 3.88 -0.63  0.07
N4 -3.92 -1.59 1.69  -0.13
C8 -0.68 3.14 -0.05  -0.09
O10 0.11 0.08 -4.57  0.08
C9 -2.14 -1.07 -0.84  -0.23
H24 0.57 -7.25 -5.34  0.10
H25 4.59 10.34 1.99  0.07
C10 2.61 -0.64 -0.07  -0.08
H26 -2.05 1.61 -0.64  0.10
O11 3.23 8.78 0.54  0.04
N5 4.50 -2.64 2.46  -0.45
H27 4.13 6.18 -0.65  0.11
O12 4.08 -3.00 1.38  0.06
H28 2.83 7.24 -1.26  0.10
H29 -4.12 -6.83 6.24  0.09
C11 3.49 -2.49 3.56  0.05
H30 0.48 7.38 3.04  0.10
N6 1.65 -5.50 -4.94  -0.43
H31 2.18 -0.83 -2.17  0.10
C12 -2.87 -2.37 -0.47  -0.25
C13 0.62 7.57 1.99  0.04
C14 -8.42 -0.66 0.08  0.04
H32 3.53 -1.45 3.88  0.10
N7 -2.65 -8.20 6.83  -0.45
N8 4.27 -3.25 -7.88  -0.45
O13 2.74 -4.97 -4.91  0.05
O14 2.26 9.51 3.72  0.05
O15 3.70 -4.32 -7.85  0.05
H33 -2.21 -3.07 0.05  0.09
H34 2.52 -2.74 3.16  0.10
H35 -2.84 -0.25 -0.67  0.08
C15 -3.06 -6.81 6.49  0.03
N9 4.15 8.12 0.11  -0.42
O16 1.50 5.48 1.58  0.06
O17 0.61 -4.96 -4.64  0.08
O18 4.32 9.23 4.28  0.07
O19 5.66 -2.38 2.73  0.05
N10 -4.84 -3.28 5.59  -0.44
H36 -1.89 -1.05 -1.90  0.08
O20 -4.63 -4.46 5.82  0.01
H37 -3.21 -2.85 -1.40  0.09
H38 -0.58 1.69 -1.63  0.12
H39 -4.21 -3.14 3.57  0.07
C16 -4.03 -2.64 4.52  0.01
H40 -0.16 -2.27 -5.03  0.10
O21 -2.79 -9.04 5.98  0.05
H41 1.50 -2.58 -4.44  0.08
H42 -4.76 -3.00 0.33  0.07
N11 3.45 9.76 3.63  -0.44
O22 5.29 8.17 0.53  0.08
C17 0.89 -2.03 -5.15  0.03
H43 1.51 0.61 -1.45  0.10
H44 2.23 -7.48 -4.68  0.10
O23 4.84 -2.79 -8.85  0.06
H45 -8.68 0.36 0.35  0.09
H46 0.38 3.39 -0.14  0.06
H47 1.23 -2.21 -6.17  0.10

The calculation puts the frontier orbital gap at 2.9673 eV. Its net charge is -1. The maximum force comes out at 0.72 eV/A.